# 1
The following is a DFT calculation (ωB97M-V/def2-TZVPD) of a molecular structure, C10H12Br6Cl6O6.

```
! wB97M-V def2-TZVPD RIJCOSX def2/J DEFGRID3
* xyz 0 1
C -3.6905 -2.0510 -0.5896
Br -2.8287 -1.3892 1.0059
Br -3.7723 -0.7394 -1.9774
Br -5.4605 -2.6746 -0.1362
H -3.1235 -2.8999 -0.9408
C 0.3167 -0.0885 0.0053
Br -0.0278 -1.5441 -1.2367
Br 1.5558 1.1426 -0.7780
Br 0.9882 -0.8281 1.6329
H -0.6233 0.4235 0.1581
C 0.1613 0.7080 -4.0581
Cl 1.8293 0.1802 -4.2600
Cl -0.9360 -0.1715 -5.0915
Cl 0.0343 2.4604 -4.2761
H -0.1006 0.5323 -3.0244
C 0.2734 -4.4630 1.7039
Cl -0.7509 -4.8565 0.3253
Cl 1.9708 -4.3667 1.2142
Cl 0.0639 -5.6211 3.0126
H -0.0101 -3.4861 2.0703
C 4.4846 0.2653 1.6464
C 4.2747 0.9371 3.0098
O 4.1126 -0.1470 3.9145
C 4.3744 -1.3188 3.2920
O 4.4025 -2.3630 3.8482
O 4.5796 -1.1220 1.9756
H 5.3975 0.5812 1.1505
H 3.6231 0.3713 0.9926
H 3.3823 1.5621 3.0417
H 5.1252 1.5648 3.2809
C -3.8260 3.4392 -1.1666
C -2.6835 2.8878 -2.0497
O -1.8145 2.2547 -1.1093
C -2.2870 2.3805 0.1431
O -1.7253 1.9437 1.0981
O -3.4318 3.0838 0.1606
H -4.8010 3.0354 -1.4313
H -3.8955 4.5244 -1.2298
H -2.1413 3.6905 -2.5423
H -3.0199 2.1617 -2.7850
*
```

The calculation puts the HOMO energy at -10.3 eV. The total energy is -518238.7814 eV. The calculation puts the frontier orbital gap at 10.111 eV.



# 2
The following is a DFT calculation (ωB97M-V/def2-TZVPD) of a molecular structure, C10H12BrNPRe at a distorted geometry.

```
! wB97M-V def2-TZVPD RIJCOSX def2/J DEFGRID3
* xyz 1 4
C 1.5437 -0.3491 -2.7123
C 2.2235 0.8557 -2.3269
C 1.1932 1.8593 -2.0932
C -0.0830 1.2089 -2.0822
C 0.1538 -0.1774 -2.5215
Re 1.0666 0.2836 -0.7039
P 2.3887 -0.8935 0.8455
H 1.9984 -1.2167 -3.1520
H 3.2949 1.0626 -2.2221
H 1.3472 2.9305 -2.0193
H -0.6333 -0.9046 -2.7116
H -1.0130 1.6528 -1.7618
H 2.2891 -0.4280 2.1636
H 3.7918 -1.1524 0.7107
H 1.8609 -2.1857 0.9756
Br -4.0332 2.0386 1.6271
C -2.6640 0.7080 1.7034
C -2.9115 -0.4309 2.4573
C -1.9169 -1.3981 2.3790
C -0.7745 -1.1998 1.5961
N -0.5616 -0.1203 0.8023
C -1.4991 0.8590 0.9429
H -3.7847 -0.5107 3.0999
H -2.0182 -2.3316 2.9344
H 0.0085 -1.9627 1.6034
H -1.2671 1.8026 0.4657
*
```

As for the expectation value of S²: 3.7650. The calculation puts the HOMO energy (alpha / beta) at -10.3 / -11.6 eV. The total energy is -93505.6460 eV. The calculation puts the frontier orbital gap (alpha / beta) at 6.887 / 6.821 eV.



# 3
The following is a DFT calculation (ωB97M-V/def2-TZVPD) of a molecular structure, C10H12BrNPSr at a distorted geometry.

```
! wB97M-V def2-TZVPD RIJCOSX def2/J DEFGRID3
* xyz -1 1
C 1.4808 0.4983 -1.4673
C 2.0472 1.6486 -0.8515
C 1.2277 2.7770 -1.1672
C 0.1663 2.3334 -2.0022
C 0.3024 0.9221 -2.1735
Sr -1.5163 -1.1907 0.1490
P 0.8434 -2.7620 1.3824
H 1.8627 -0.5275 -1.4410
H 2.9753 1.6814 -0.2864
H 1.4176 3.7967 -0.8396
H -0.3459 0.2866 -2.7780
H -0.6098 2.9675 -2.4314
H 0.8656 -2.9398 2.8121
H 2.2629 -2.8133 1.2089
H 0.5887 -4.1556 1.0466
Br -4.4861 4.1678 1.8517
C -3.8084 2.3998 2.0816
C -4.3422 1.5780 3.0787
C -3.8041 0.3118 3.2516
C -2.7970 -0.1268 2.4061
N -2.4233 0.6117 1.3309
C -2.7904 1.9270 1.2339
H -5.1319 1.9762 3.7077
H -4.1359 -0.3382 4.0397
H -2.2038 -1.0277 2.6294
H -2.2403 2.5122 0.4846
*
```

The calculation puts the HOMO energy (alpha / beta) at -1.0 / -1.0 eV. The total energy is -92217.8268 eV. The calculation puts the frontier orbital gap (alpha / beta) at 3.272 / 3.269 eV.



# 4
The following is a DFT calculation (ωB97M-V/def2-TZVPD) of a molecular structure, C10H12Cl2N2O13P2W at a distorted geometry.

```
! wB97M-V def2-TZVPD RIJCOSX def2/J DEFGRID3
* xyz 2 1
W -1.1538 0.4939 -0.0925
C 2.0193 -0.8622 3.0171
C 1.6025 0.4701 2.3935
O 2.2614 1.5916 2.9285
P 1.9971 0.5548 0.6033
O 3.3986 0.0138 0.2079
O 2.0525 2.0474 0.1801
O 0.8491 -0.1369 -0.1287
P -0.2305 0.6581 2.4303
O -0.5452 0.9305 3.9183
O -0.6078 1.7782 1.4051
O -0.8787 -0.5537 1.7530
H 3.1017 -0.9763 2.9513
H 1.5252 -1.7081 2.5369
H 1.7452 -0.8707 4.0735
H 2.3466 1.5111 3.8877
H 3.6322 -0.9251 0.2924
H 2.8695 2.5524 0.3244
H -1.4197 0.7456 4.2977
Cl -3.8280 1.3277 2.2182
C -4.5117 2.0454 0.7749
Cl -3.2915 2.3220 -0.5379
H -4.8939 3.0311 1.0106
H -5.2610 1.3813 0.3635
O -2.3776 -2.7683 0.0939
C -2.2103 -1.7786 -0.5157
O -2.7803 -0.4908 -0.1967
C -1.2694 -1.4324 -1.6053
C -1.3171 -0.1202 -2.1545
C -0.0816 0.3223 -2.7826
C 0.8603 -0.5121 -3.2600
C 0.6718 -1.9022 -2.9601
C -0.2591 -2.3411 -2.0817
N 1.6963 -2.8479 -3.4726
O 1.5617 -4.0082 -3.1717
O 2.6081 -2.3512 -4.0975
N 0.2281 1.6752 -2.3986
O 1.0843 2.3394 -2.8646
O -0.4579 2.0537 -1.3478
H -2.2545 0.2985 -2.5189
H 1.7895 -0.1801 -3.7082
H -0.2714 -3.3782 -1.7665
*
```

The calculation puts the HOMO energy (alpha / beta) at -15.6 / -15.6 eV. The total energy is -85593.4131 eV. The calculation puts the frontier orbital gap (alpha / beta) at 6.839 / 6.839 eV. Its energy above the lowest of the compared OMol25 structures with the same formula, charge and spin is 0.334 eV.



# 5
The following is a DFT calculation (ωB97M-V/def2-TZVPD) of 2 unconnected molecules or ions with the total composition C10H12ClFNO at a distorted geometry.

```
! wB97M-V def2-TZVPD RIJCOSX def2/J DEFGRID3
* xyz 1 1
C -3.5121 1.3401 -0.4124
C -2.3761 2.1165 -0.1954
C -3.5080 0.0117 -0.1116
C -1.2009 0.0872 0.1142
C -1.1876 1.4355 0.0834
C -2.3510 -0.6094 0.1808
C 2.2865 -0.5277 -0.9120
C 1.3040 -1.3802 -1.5479
C 0.6267 -1.0878 0.5669
C 2.5096 0.0786 1.5222
N 1.6821 -0.1040 0.3515
O 0.7514 -2.0017 -0.3997
F -0.0005 2.1231 0.2162
Cl -2.3001 -2.3430 0.5822
H -4.3475 1.9854 -0.6532
H -2.2038 3.1557 -0.2296
H -4.4981 -0.3415 -0.1399
H 3.2281 -0.9955 -0.6771
H 2.6844 0.3154 -1.5110
H 0.4720 -0.8716 -2.1862
H 1.9214 -2.1425 -2.1059
H 0.4718 -1.3881 1.6047
H 1.8251 0.2641 2.4135
H 3.0460 -0.9025 1.7596
H 3.2565 0.9087 1.3312
H 1.4200 0.8736 0.3554
*
```

The calculation puts the HOMO energy at -12.6 eV. The total energy is -29331.4868 eV. The calculation puts the frontier orbital gap at 9.095 eV. Its energy above the lowest of the compared OMol25 structures with the same formula, charge and spin is 2.904 eV.



# 6
The following is a DFT calculation (ωB97M-V/def2-TZVPD) of C10H12ClN in the gas phase at a distorted geometry.

```
! wB97M-V def2-TZVPD RIJCOSX def2/J DEFGRID3
* xyz 0 1
Cl -0.9901 -2.1885 0.6705
C -0.6998 -0.3390 0.0997
C 0.8049 -0.2090 0.0987
C 1.6053 -0.9554 -0.8067
C 2.9938 -0.8002 -0.8317
C 3.5942 0.0277 0.0925
C 2.8092 0.7276 0.9756
C 1.4527 0.6283 0.9969
C -1.4977 -0.2283 -1.2870
C -2.7765 0.4903 -0.7896
C -2.6984 0.5680 0.7126
N -1.2542 0.5154 0.9762
H 1.1465 -1.5607 -1.5362
H 3.4522 -1.5230 -1.3446
H 4.6337 -0.0328 0.2914
H 3.1847 1.4815 1.5947
H 0.9513 1.2664 1.7471
H -1.8061 -1.1463 -1.6306
H -0.9361 0.2064 -2.1142
H -2.7874 1.6084 -1.0208
H -3.6656 -0.0686 -1.1466
H -3.1644 1.5168 1.1631
H -3.2436 -0.2697 1.1755
H -1.1086 0.2847 1.9135
*
```

The calculation puts the HOMO energy at -9.0 eV. The total energy is -24576.4467 eV. The calculation puts the frontier orbital gap at 9.891 eV. The SMILES is Cl[C@@]1(c2ccccc2)CCCN1. Its energy above the lowest of the compared OMol25 structures with the same formula, charge and spin is 0.812 eV.



# 7
The following is a DFT calculation (ωB97M-V/def2-TZVPD) of a gas-phase ion, C10H12ClN4 (charge +1) at a distorted geometry.

```
! wB97M-V def2-TZVPD RIJCOSX def2/J DEFGRID3
* xyz 1 1
C 1.0187 3.8506 0.3195
N 0.1675 2.7325 0.0376
C -0.4098 1.7435 -0.1228
N -1.0223 0.6906 -0.4813
C -2.2375 -0.1271 0.1020
C -3.1383 0.7023 0.7560
N -2.2197 -1.3618 -0.0415
C -1.1781 -2.2283 -0.5109
C 0.2659 -1.8754 -0.1890
C 1.2687 -2.2074 -1.1203
C 2.5266 -1.8969 -0.9440
C 2.8630 -1.2181 0.2188
Cl 4.5357 -0.7481 0.5229
N 2.0183 -1.0407 1.1924
C 0.7131 -1.3106 0.9741
H 1.6852 3.6310 1.1893
H 0.3139 4.7245 0.3318
H 1.7493 4.1358 -0.5023
H -0.4793 0.0411 -1.0548
H -2.5953 1.3441 1.3730
H -3.7966 1.4049 0.0161
H -3.8316 0.1917 1.4192
H -1.2782 -2.2329 -1.5543
H -1.3273 -3.1884 0.0768
H 1.1145 -2.6202 -2.0887
H 3.2543 -2.0079 -1.7629
H 0.0195 -1.1287 1.8432
*
```

The calculation puts the HOMO energy at -12.6 eV. The total energy is -29038.0438 eV. The calculation puts the frontier orbital gap at 9.125 eV. The SMILES is C[N+]#CN/C(C)=N\Cc1ccc(Cl)nc1. Its energy above the lowest of the compared OMol25 structures with the same formula, charge and spin is 1.549 eV.



# 8
The following is a DFT calculation (ωB97M-V/def2-TZVPD) of a molecular structure, C10H12ClNO3W at a distorted geometry.

```
! wB97M-V def2-TZVPD RIJCOSX def2/J DEFGRID3
* xyz 2 3
Cl -2.7681 0.2327 -1.4963
C 0.5047 -2.6862 -1.6186
C 1.5196 -1.8629 -1.0156
C 1.3043 -0.5160 -1.3660
H 2.4341 -2.1601 -0.5078
C 0.0903 -0.4163 -2.1385
C -0.3862 -1.8135 -2.3934
H -1.3092 -2.0411 -2.9589
H 0.4823 -3.7748 -1.5335
H 2.0176 0.3220 -1.2742
C -0.4114 0.8742 -2.6892
W -0.7627 -1.2570 -0.3789
C -0.1180 -2.1991 1.3210
C -2.7480 -1.3742 0.2272
O 0.3768 -2.5737 2.2976
O -3.7049 -1.1819 0.8668
H -0.0169 1.7546 -2.1460
H -1.5357 0.8705 -2.5993
H -0.1094 0.9128 -3.7444
C 1.2061 3.0068 2.7368
C 0.6176 1.7351 2.0478
N -0.3631 1.0612 2.7621
O 1.0224 1.3471 0.9318
H 0.8182 3.3322 3.7597
H 1.0505 3.8736 2.0541
H 2.3065 2.8657 2.8469
H -0.8279 0.2695 2.3116
H -0.6893 1.3987 3.6972
*
```

As for the expectation value of S²: 2.0212. The calculation puts the HOMO energy (alpha / beta) at -17.2 / -17.2 eV. The total energy is -32524.3525 eV. The calculation puts the frontier orbital gap (alpha / beta) at 6.500 / 5.908 eV. Its energy above the lowest of the compared OMol25 structures with the same formula, charge and spin is 0.502 eV.



# 9
The following is a DFT calculation (ωB97M-V/def2-TZVPD) of a molecular structure, C10H12F2Si at a distorted geometry.

```
! wB97M-V def2-TZVPD RIJCOSX def2/J DEFGRID3
* xyz 0 1
C 1.0980 2.7467 0.3581
C 1.5025 1.8052 1.1607
C -0.0997 2.7174 -0.5074
C 1.0042 0.5164 1.3312
C 0.2809 -0.5603 1.1291
C -0.8011 2.0491 -1.4012
C 1.1366 -0.5932 2.3256
C -2.3373 -0.7061 -0.1119
C -0.2995 -3.0036 -0.8205
C 0.2855 -0.1011 -1.8160
F 0.4969 -0.3486 3.5911
F 2.2807 -1.2704 2.6015
Si -0.5328 -1.2050 -0.4156
H 1.7629 3.5522 0.2523
H 2.4330 1.9722 1.6371
H -0.5523 3.6414 -0.3424
H -2.5779 -0.8345 0.8941
H -2.4780 0.4010 -0.0805
H -2.9589 -1.4404 -0.6181
H 0.8064 -3.0684 -0.9543
H -0.6414 -3.4856 0.0693
H -0.8809 -3.3492 -1.6715
H 1.4039 0.0625 -1.8652
H 0.0060 -0.4142 -2.8171
H -0.3378 0.9165 -1.9285
*
```

The calculation puts the HOMO energy at -9.2 eV. The total energy is -23869.9383 eV. The calculation puts the frontier orbital gap at 9.078 eV. Its energy above the lowest of the compared OMol25 structures with the same formula, charge and spin is 0.456 eV.



# 10
The following is a DFT calculation (ωB97M-V/def2-TZVPD) of a gas-phase ion, C10H12I3N2OS (charge +1) at a distorted geometry.

```
! wB97M-V def2-TZVPD RIJCOSX def2/J DEFGRID3
* xyz 1 1
C 1.3083 -0.6026 2.9389
C 0.6678 -0.0188 1.8044
C 0.1428 0.5665 0.3285
N 0.0097 2.0954 0.4886
N 1.4283 0.5072 -0.5235
C 2.8651 0.6754 -0.0809
C 3.6815 -0.7219 0.1815
O 3.0468 -1.9299 -0.3681
C 1.3216 0.3271 -1.8861
S -0.5266 0.2063 -2.1799
C -1.0858 -0.2445 -0.4133
I -0.6739 -2.3235 0.2756
C -2.6396 0.0574 0.0159
I -3.2338 1.4010 1.6964
C -3.8157 -0.5674 -0.7130
C -5.3995 -0.2196 -0.3047
I -3.5879 -2.0011 -2.3887
H 2.1645 -1.0258 3.6550
H 0.3714 2.2940 1.4650
H 0.6308 2.5425 -0.2316
H 2.8873 1.3862 0.8642
H 3.4193 1.2706 -0.9544
H 4.7545 -0.6002 -0.3265
H 3.9002 -0.7906 1.3442
H 3.5936 -2.1778 -1.1921
H 2.1445 0.2706 -2.7213
H -5.7151 -0.6685 0.7288
H -6.1155 -0.6633 -1.1498
H -5.5446 0.9551 -0.3530
*
```

The calculation puts the HOMO energy at -11.4 eV. The total energy is -50711.4640 eV. The calculation puts the frontier orbital gap at 6.573 eV. Its energy above the lowest of the compared OMol25 structures with the same formula, charge and spin is 3.128 eV.



# 11
The following is a DFT calculation (ωB97M-V/def2-TZVPD) of a molecular structure, C10H12MnN6O3.

```
! wB97M-V def2-TZVPD RIJCOSX def2/J DEFGRID3
* xyz 0 6
Mn 0.0711 -0.1522 -0.6589
N -1.8680 -1.1281 -1.4378
C -2.7947 -0.8443 -0.3096
C -2.6459 0.6441 0.0602
O -3.6479 1.3540 0.1005
N -1.3676 0.9839 0.2483
C -0.9958 2.3818 0.1350
C 0.0311 2.6206 -0.9986
O 0.4268 3.7582 -1.1924
O 0.4344 1.5749 -1.6612
H -2.1381 -0.5460 -2.2269
H -1.9577 -2.0888 -1.7497
H -2.5111 -1.4823 0.5309
H -3.8370 -1.0338 -0.5649
H -0.5305 2.7498 1.0552
H -1.8658 3.0174 -0.0415
N 4.2308 -0.9421 0.2656
C 4.4365 0.4105 0.0830
C 3.2056 0.9633 -0.0876
N 2.2569 -0.0204 -0.0054
C 2.8955 -1.1490 0.1963
C 2.1287 -2.3786 0.2066
N 0.8771 -2.3626 -0.2064
C 0.4139 -3.6458 -0.0566
C 1.3987 -4.4395 0.4386
N 2.4949 -3.6200 0.5990
H 4.9543 -1.6317 0.3636
H 5.4237 0.8355 0.0959
H 2.9304 1.9864 -0.2843
H -0.5953 -3.9186 -0.3115
H 1.4298 -5.4845 0.6883
H 3.3716 -3.8900 1.0087
*
```

As for the expectation value of S²: 8.7564. The calculation puts the HOMO energy (alpha / beta) at -7.2 / -7.6 eV. The total energy is -56970.4634 eV. The calculation puts the frontier orbital gap (alpha / beta) at 6.731 / 7.086 eV. Its energy above the lowest of the compared OMol25 structures with the same formula, charge and spin is 0.121 eV.



# 12
The following is a DFT calculation (ωB97M-V/def2-TZVPD) of C10H12N2O in the gas phase at a distorted geometry.

```
! wB97M-V def2-TZVPD RIJCOSX def2/J DEFGRID3
* xyz 0 1
N -3.9162 0.2916 0.5124
C -2.9279 -0.4284 -0.2174
O -3.1586 -1.2599 -1.0029
C -1.5620 -0.0528 0.3705
C -0.5732 -1.1214 0.1500
C 0.7610 -0.6056 -0.3088
C 1.8939 -1.5020 -0.2034
C 3.2394 -1.2703 -0.0690
C 3.5577 0.0975 0.1230
C 2.5520 1.0261 -0.1252
C 1.1574 0.6342 -0.3510
C 0.0223 1.6878 -0.4641
N -1.0741 0.9173 -0.7642
H -3.7641 0.5864 1.4753
H -4.9169 -0.0024 0.6262
H -1.4362 0.4137 1.4518
H -0.4781 -1.5412 1.3552
H -1.0395 -1.9301 -0.5478
H 1.5048 -2.5657 -0.5144
H 3.8035 -2.1297 -0.1070
H 4.6286 0.4269 0.2649
H 2.6762 2.0586 0.0995
H 0.4539 2.4029 -1.0870
H 0.3388 2.1956 0.7215
H -1.7427 1.6710 -1.3881
*
```

The calculation puts the HOMO energy at -8.5 eV. The total energy is -15587.8920 eV. The calculation puts the frontier orbital gap at 9.203 eV. The SMILES is NC(=O)[C@H]1Cc2ccccc2CN1. Its energy above the lowest of the compared OMol25 structures with the same formula, charge and spin is 5.218 eV.